# 1
ORCA calculation (wB97M-V/def2-TZVPD) on the ion C6H11FNO3 with charge +1 in a non-equilibrium geometry.

## Properties
HOMO energy in eV: -14.12
Total charge: +1
SMILES: OC[C@H]1O[C@]2(C[NH2+]2)[C@@H](F)[C@@H]1O
F_max in eV Å⁻¹: 6.99
Gap between HOMO and LUMO in Eh: 0.401

XYZ file:
```
22
Properties=species:S:1:pos:R:3:forces:R:3
O -2.05930 -1.08283 -0.50760 -0.79 1.63 1.14
C -1.07028 -1.34909 0.43141 1.34 -1.73 0.31
C 0.38157 -1.23221 -0.15255 -0.70 -0.18 -1.01
O 0.41867 -0.14407 -1.15946 0.18 0.36 0.56
C 0.41165 1.05166 -0.48159 1.53 -2.40 1.13
C 0.03188 2.27559 -1.19995 1.52 -0.65 0.78
N -0.90254 1.65021 -0.31958 -5.96 0.01 3.65
C 1.23116 0.82017 0.92081 0.62 0.10 -1.74
F 0.45129 1.33489 1.88978 -0.27 0.44 1.00
C 1.40292 -0.72941 0.92953 0.49 0.21 -3.72
O 2.69504 -0.93275 0.37780 0.09 0.14 0.16
H -1.98652 -1.59777 -1.27759 0.24 -1.24 -1.54
H -1.25574 -0.60699 1.24824 0.29 -1.04 -0.29
H -1.07470 -2.47089 0.75356 -0.43 2.04 0.17
H 0.63215 -2.17522 -0.82344 -0.11 1.88 1.88
H 0.48034 3.14743 -0.83670 0.28 1.44 0.15
H -0.13795 2.12102 -2.21069 -0.46 0.14 -1.78
H -1.17626 2.07291 0.68698 1.31 -0.80 -2.84
H -1.84497 1.15770 -0.65667 2.81 0.68 0.27
H 2.29728 1.27482 0.90932 -1.95 -0.43 0.18
H 1.39614 -1.30865 1.79725 -0.46 -0.26 1.82
H 2.73269 -0.36003 -0.39714 0.42 -0.33 -0.28
```
Positions in Å, forces in eV/Å.

# 2
ORCA calculation (wB97M-V/def2-TZVPD) on a structure of composition C6H11FO3Zr in a non-equilibrium geometry.

## Properties
HOMO energy in eV: -25.76
Total charge: +4
F_max in eV Å⁻¹: 4.18
Gap between HOMO and LUMO in Eh: 0.126

XYZ file:
```
22
Properties=species:S:1:pos:R:3:forces:R:3
C 2.99606 0.89326 0.61578 1.36 2.98 -0.17
C 1.63708 -0.13159 0.44467 -3.15 -2.76 -0.07
C 0.56973 0.78891 -0.12475 3.21 1.29 2.17
C -0.61811 -0.01257 -0.97127 -0.16 -1.94 -2.71
C -1.00361 -1.47976 -0.39426 -0.65 -0.74 0.78
O -1.69541 0.77257 -1.23249 2.35 -1.36 1.49
C -2.42626 1.22156 -0.14288 -1.78 0.43 0.55
O -3.30091 1.93337 -0.35441 -1.99 2.05 -0.76
O -2.16247 0.81045 1.13641 1.96 -1.01 0.11
F -3.24202 0.05602 1.60153 -0.16 0.07 -0.24
H 3.88895 0.22857 0.82736 -1.06 -0.88 -0.25
H 3.13989 1.45176 -0.31879 0.09 -0.23 0.22
H 2.76860 1.58646 1.43914 -0.27 -0.32 -0.15
H 1.87128 -0.99154 -0.20061 0.67 0.58 -0.03
H 1.42345 -0.51538 1.45844 0.56 0.48 -0.02
H 0.19447 1.43834 0.68110 -0.14 -0.14 -0.27
H 1.07046 1.45029 -0.88313 -1.13 -0.14 -0.52
H -0.15872 -0.22487 -1.95051 0.00 0.37 0.22
H -0.10042 -2.19864 -0.44924 0.07 1.14 0.05
H -1.45809 -1.45837 0.62394 0.36 0.40 -0.20
H -1.78377 -1.89509 -1.16307 0.23 1.83 -0.24
Zr -1.61014 -3.72374 -0.64296 -0.38 -2.09 0.05
```
Positions in Å, forces in eV/Å.

# 3
ORCA calculation (wB97M-V/def2-TZVPD) on an isolated molecule of C6H11IN2S in a non-equilibrium geometry.

## Properties
HOMO energy in eV: -8.41
SMILES: CC[C@H](C)/N=C(\I)C(N)=S
F_max in eV Å⁻¹: 4.16
Gap between HOMO and LUMO in Eh: 0.312

XYZ file:
```
21
Properties=species:S:1:pos:R:3:forces:R:3
C 0.93987 -0.53112 1.70286 1.66 1.54 1.68
C 1.88496 -0.42609 0.41283 -1.25 -0.86 1.46
C 0.98392 -0.59531 -0.86335 -0.79 -1.31 2.98
C 1.72868 -0.13651 -2.05827 -2.32 -0.46 -3.42
N -0.14331 0.29443 -0.57187 -0.57 -0.55 -1.28
C -1.34083 0.06429 -0.42514 -0.35 2.52 1.53
I -2.28183 -1.86309 -0.04464 0.09 0.02 -0.39
C -2.28243 1.56557 0.24629 0.43 -3.85 -0.72
N -3.50031 1.11280 0.57420 0.75 2.52 1.27
S -1.38957 2.83236 0.50395 0.15 1.11 0.31
H 0.26776 -1.35870 1.80928 -0.59 -0.55 -1.00
H 0.35183 0.42582 1.94828 0.95 -1.36 -0.67
H 1.55712 -0.74432 2.62982 -0.18 0.66 -0.97
H 2.63979 -1.24903 0.47852 -0.56 0.62 -0.27
H 2.44039 0.54979 0.43160 -0.72 -0.82 -0.20
H 0.57023 -1.71711 -0.89184 1.00 2.22 -0.11
H 1.05637 0.71083 -2.55776 1.99 -1.67 0.80
H 2.74159 0.13239 -1.85569 0.49 0.57 0.09
H 1.75292 -1.04202 -2.75915 0.12 1.50 0.48
H -3.86254 0.38940 0.04548 -0.83 -1.81 -0.85
H -4.11463 1.58561 1.24458 0.53 -0.05 -0.71
```
Positions in Å, forces in eV/Å.

# 4
ORCA calculation (wB97M-V/def2-TZVPD) on a structure of composition C6H11INO2 in a non-equilibrium geometry.

## Properties
HOMO energy (alpha / beta) in eV: -13.11 / -13.11
Total charge: +1
F_max in eV Å⁻¹: 4.45
Gap between HOMO and LUMO (alpha / beta) in Eh: 0.260 / 0.260

XYZ file:
```
21
Properties=species:S:1:pos:R:3:forces:R:3
C 0.01402 0.41193 -0.50287 0.08 -0.14 -0.31
C 0.06765 0.92217 2.29339 -1.18 -1.05 0.10
C 0.71906 1.36141 1.06075 -1.71 0.47 -0.96
C -2.09738 -0.99388 -0.21120 -0.23 0.21 -1.74
C 1.44203 -1.33705 -1.45837 -0.83 1.22 -2.53
C -1.42512 0.22694 -0.66788 1.73 0.59 0.57
N 1.43525 0.61204 1.96326 -1.58 4.12 -0.57
O 0.57820 1.34602 -1.33688 -0.12 -0.06 -1.11
O 0.72449 -0.76922 -0.38403 -0.80 0.58 0.98
I -2.57824 1.75536 -1.31244 0.23 0.07 -0.06
H -0.17583 1.62619 3.02184 0.59 1.21 1.53
H -0.72986 0.16554 2.36183 0.55 -0.11 -0.90
H 0.78986 2.37580 0.45824 0.44 -2.27 1.59
H -1.45217 -1.61650 0.32392 1.10 -1.02 0.72
H -2.84058 -0.61006 0.42779 -1.57 -0.20 0.78
H -2.53207 -1.57414 -1.08065 0.22 0.79 0.90
H 2.40042 -0.75442 -1.67136 -1.24 -0.86 -0.08
H 0.77828 -1.59484 -2.40175 1.33 1.05 1.63
H 1.63831 -2.24992 -1.02727 1.24 -2.19 0.48
H 1.85521 -0.21959 1.76097 1.20 -2.87 -0.51
H 1.38847 0.91622 -1.61731 0.54 0.46 -0.54
```
Positions in Å, forces in eV/Å.